1.
110
Properties=species:S:1:pos:R:3:forces:R:3 method="wB97M-V/def2-TZVPD" charge=+1
C -6.20684 0.98831 -2.36871 0.6022 -0.5842 0.8383
C -6.57783 -0.41689 -3.04298 0.2663 0.1623 0.4753
C -6.69046 -1.63285 -1.97508 -0.3455 0.2263 -0.7120
C -5.43972 -2.63040 -2.04608 -0.5734 0.4043 0.3556
C -5.57581 -3.90688 -1.05015 0.7397 0.2400 -1.0196
C -4.20705 -4.11636 -0.23671 0.3268 -0.8771 0.6609
C -4.38856 -4.43811 1.32261 -0.6630 -0.3067 0.3998
C -5.37970 -3.44688 2.10890 -0.4819 -0.3354 -0.7599
C -5.23569 -1.91129 1.70430 0.4870 0.0538 0.6806
C -3.82424 -1.26456 2.13939 -0.8368 0.6514 0.2938
C -3.85322 0.31703 1.77398 -1.0823 -0.7431 0.2357
C -3.72422 0.59875 0.20170 0.5033 0.4186 0.7310
C -2.27614 1.09981 -0.26852 -0.1435 0.5883 -0.9533
C -1.58258 0.13709 -1.36380 -1.0895 -0.2000 0.0356
C -0.89314 -1.16661 -0.73468 0.2140 -0.1595 -0.6799
C 0.68885 -1.29448 -1.08615 -2.7818 -2.2858 0.2691
N 1.41238 -0.16264 -0.40600 0.2826 0.3600 0.3314
C 1.99222 0.76346 -1.46579 0.3451 0.9929 -1.3218
C 3.27104 1.58782 -0.88600 -1.0018 -0.5142 -1.7231
C 3.28999 3.17703 -1.06357 -0.4897 1.4501 -0.1619
O 2.13631 3.66513 -1.81561 1.4880 -0.5202 -0.2164
C 2.55797 4.52678 -2.89576 -0.3136 1.7638 -1.0949
C 1.33975 4.91554 -3.88891 0.8207 0.1577 -0.1011
C 4.38364 1.14331 -1.98411 2.0573 0.0333 1.8591
O 4.02879 1.64293 -3.32517 1.4730 -2.4883 -0.9390
C 4.74844 0.85302 -4.26111 0.3168 -0.1937 -1.2626
F 6.09358 0.67427 -3.91977 -2.6254 0.4098 -0.4897
F 4.74377 1.44429 -5.53849 -0.4196 -1.3371 3.3804
F 4.19964 -0.45475 -4.37421 1.0272 2.8772 0.2476
C 3.42164 0.95611 0.61619 1.5893 -0.4589 -1.3781
C 5.01383 0.73174 0.76311 0.3343 -0.6099 0.9261
C 5.55751 0.48538 2.24962 0.8927 0.8134 0.0217
C 6.85959 -0.44692 2.21150 -0.3638 -0.0012 -0.3066
O 7.79757 -0.08104 3.26397 -1.1607 -1.7520 -0.1819
C 7.46391 -0.88631 4.43255 -0.5720 -0.4878 0.2875
C 3.06202 1.87734 1.86736 -0.1890 0.2385 0.5284
P 1.45915 2.83105 1.77400 -3.4409 2.4611 -1.3155
O 0.63260 2.66324 0.50728 2.0461 -0.7931 2.2906
O 0.41340 2.55643 3.11210 2.4424 1.1804 -1.9280
O 1.83937 4.51146 1.88656 0.7540 -3.3177 0.3854
C 2.59569 -0.43652 0.47726 2.2276 -1.8393 0.7424
F 3.31972 -1.38727 -0.35828 -0.5530 2.5662 0.1746
C 2.42640 -1.28361 1.83902 -1.3825 -0.3699 0.1103
I 3.53791 -3.19613 1.63849 -0.2997 0.5376 0.6531
C 0.93665 -1.71225 2.21799 -0.4882 0.0383 1.3838
C 0.03536 -0.48406 2.79514 0.8509 -1.2689 0.3481
H -6.70849 1.89227 -2.83618 0.7741 -1.2123 0.3682
H -6.48565 0.97875 -1.25235 0.2321 0.0549 -1.6385
H -5.06110 1.07922 -2.38542 -1.6895 0.2625 -0.0502
H -7.57160 -0.28426 -3.57701 1.3870 -0.4011 0.4227
H -5.71745 -0.66753 -3.76454 -1.6211 0.3121 0.7082
H -7.65682 -2.20484 -2.20494 1.3983 0.6276 0.3576
H -6.83456 -1.16819 -0.94159 0.3563 -0.8125 -1.2163
H -4.51158 -2.02061 -1.77203 -1.0813 -0.8381 -0.3284
H -5.29713 -2.96907 -3.13274 -0.2640 0.4366 1.5637
H -6.50576 -3.84234 -0.39539 1.3604 0.1280 -0.7412
H -5.71315 -4.81727 -1.73037 0.0485 1.1723 1.1075
H -3.46669 -3.25192 -0.32372 -1.1985 -0.8468 -0.1375
H -3.68531 -5.03392 -0.69559 -0.5777 1.4207 0.6884
H -4.83254 -5.49677 1.38633 0.6503 1.4926 0.0888
H -3.41213 -4.46430 1.91363 -0.9824 0.0238 -1.1708
H -5.28533 -3.60006 3.24555 0.0519 0.3621 -1.6914
H -6.44549 -3.78780 1.85304 1.3946 0.6381 0.4009
H -6.07613 -1.34977 2.25626 1.3157 -0.6355 -0.8490
H -5.36683 -1.71588 0.59289 -0.0229 -0.5595 1.3256
H -2.93168 -1.76257 1.63203 -1.1647 0.4254 0.6340
H -3.75550 -1.41511 3.27941 0.1984 0.3015 -1.6661
H -4.91219 0.65882 2.07436 1.6078 -0.4065 -0.2966
H -3.13750 0.91917 2.42343 -0.6612 -0.7356 -1.0357
H -3.96975 -0.35678 -0.36417 -0.0274 1.2921 0.6241
H -4.47100 1.43845 -0.03113 1.0502 -1.5161 0.0526
H -1.60994 1.32995 0.62390 -0.6678 -0.3777 -1.1500
H -2.43480 2.10453 -0.80773 0.3883 -1.4121 0.8841
H -2.45092 -0.24186 -2.01831 1.3154 0.6328 0.8125
H -0.90715 0.72335 -2.08147 -0.7474 -0.8437 1.2079
H -1.36818 -2.12672 -1.15555 0.6984 1.4556 0.5943
H -1.09894 -1.18013 0.38260 0.4783 -0.0413 -1.3050
H 0.99302 -2.33358 -0.71981 0.1716 1.7274 -0.3957
H 0.74072 -1.29676 -2.21729 0.5207 0.4445 1.4774
H 0.68785 0.21999 0.22737 0.3420 0.9404 -0.6049
H 2.43240 0.04273 -2.22299 -0.7705 0.7953 0.9593
H 1.18244 1.34308 -2.00677 1.0174 -0.4504 1.1506
H 4.20169 3.54995 -1.66169 -1.0490 -1.0922 1.0665
H 3.35637 3.75999 -0.07060 -0.2722 -1.0538 -1.2862
H 2.98260 5.50704 -2.45989 -0.6332 -1.4157 -0.4539
H 3.37423 4.09530 -3.56077 -0.8997 0.1121 1.1042
H 1.51193 5.99648 -4.24460 -0.3416 -1.5923 0.6720
H 0.32237 4.84869 -3.38438 1.3923 -0.0054 -0.6754
H 1.40449 4.28288 -4.84670 -0.3952 0.7222 1.6179
H 4.59192 0.02228 -1.97383 -0.6664 1.4301 -0.2348
H 5.39549 1.64255 -1.75406 -1.5993 -0.7445 -0.1579
H 5.40574 -0.15667 0.14564 -0.8938 1.5351 0.5884
H 5.49569 1.71706 0.41284 -0.6721 -1.6373 0.3407
H 5.89844 1.50779 2.65669 -0.4637 -1.5863 -0.4123
H 4.80412 0.08229 2.99400 0.8201 0.3052 -1.0583
H 7.38271 -0.37280 1.19112 -0.6125 0.1657 1.5822
H 6.50337 -1.53662 2.31590 0.6751 1.4686 -0.1169
H 8.20841 -0.75212 5.28549 -1.0275 0.2450 -1.3605
H 6.39755 -0.59627 4.73775 1.4901 -0.4381 0.0581
H 7.44271 -2.01260 4.18651 0.1455 1.6426 0.1856
H 3.90921 2.65247 1.95295 -1.3150 -1.1748 -0.0294
H 3.03239 1.30871 2.86744 0.2023 0.7220 -1.6520
H -0.04706 3.42001 3.21415 0.1878 -0.5945 0.1336
H 2.82261 4.55271 1.93124 -0.9109 0.4564 0.1185
H 2.87740 -0.80268 2.76379 -0.5108 -0.3567 -1.5419
H 0.39284 -2.32395 1.42661 0.9144 0.9173 0.8707
H 1.03790 -2.42260 3.11935 0.0030 0.9993 -1.4810
H -0.45629 0.13239 1.97975 0.5895 -0.5022 1.2550
H 0.73890 0.10819 3.47126 -1.1567 -0.3934 -1.0469
H -0.74635 -0.94322 3.50289 0.9286 0.8271 -1.3383

2.
117
Properties=species:S:1:pos:R:3:forces:R:3 method="wB97M-V/def2-TZVPD" smiles="COCCCCCCC[C@H](C[C@H](C)Br)OC=O.O=S1(=O)CCCC1.O=S1(=O)CCCC1.O=S1(=O)CCCC1.O=S1(=O)CCCC1.O=S1(=O)CCCC1"
C 4.50827 -4.69046 -2.42152 0.4837 -0.7136 0.0070
O 4.74769 -3.37943 -2.98998 -0.9552 -0.3087 1.1212
C 4.05796 -2.35548 -2.18495 0.1870 -0.1816 -0.6767
C 2.52702 -2.29654 -2.65510 0.2726 0.2474 1.4388
C 1.68354 -1.11265 -1.92383 0.1987 -0.6449 -0.4637
C 0.36124 -0.79741 -2.80584 0.4357 0.1153 0.6366
C -1.01137 -1.06156 -2.00257 0.0800 -0.0672 -1.5036
C -1.71597 -2.39920 -2.59605 0.1420 0.2191 1.9319
C -3.11279 -2.57207 -1.81438 -0.2320 -0.0076 -0.6350
C -4.39632 -2.10202 -2.68575 0.8122 1.5706 2.0722
C -5.76316 -2.28338 -1.85087 -0.3751 0.0663 -1.0035
C -6.54911 -3.65330 -2.12868 -1.8579 1.2503 1.4593
C -7.52624 -3.88964 -0.84064 1.0719 -0.8022 0.1958
Br -5.40564 -5.26985 -2.26004 -0.5261 0.6915 -0.2623
O -4.42009 -2.66199 -4.02741 -2.5563 1.8224 -0.3399
C -5.39063 -2.00966 -4.83466 0.3122 -2.3449 -3.9860
O -5.59927 -2.42676 -6.00655 0.8963 1.5265 4.6204
H 5.01351 -5.48056 -3.08770 -0.6384 1.3690 0.9137
H 3.40169 -4.97469 -2.37333 1.3355 0.5451 -0.0142
H 4.97152 -4.73487 -1.37694 -0.7720 -0.0998 -1.5394
H 4.62739 -1.37782 -2.41919 -1.0812 -1.4226 0.3994
H 4.20691 -2.64530 -1.09161 -0.4932 0.6955 -1.3978
H 2.52358 -2.17996 -3.79612 -0.1359 -0.2125 1.7123
H 2.03509 -3.28287 -2.31092 0.6898 1.4284 -0.9891
H 1.37447 -1.42889 -0.85500 0.5823 0.3656 -1.7149
H 2.36774 -0.20260 -1.80446 -1.0759 -1.0956 -0.2812
H 0.36201 -1.52206 -3.69664 0.0599 1.3273 1.1317
H 0.47240 0.28996 -3.16832 -0.4865 -1.7157 0.3615
H -1.75153 -0.20965 -2.17716 0.9850 -0.9629 0.2928
H -0.80985 -1.12210 -0.88206 -0.3827 -0.1512 -1.4743
H -1.83333 -2.36663 -3.72796 0.1175 0.0597 1.5459
H -1.05781 -3.30179 -2.30240 -0.9241 1.3807 -0.7273
H -3.19630 -3.64184 -1.43290 -0.2170 1.4285 -0.6295
H -3.11968 -1.87724 -0.89049 -0.0165 -1.0927 -1.4556
H -4.25126 -0.96000 -2.81954 -0.2382 -1.6861 0.2927
H -5.64164 -2.10639 -0.71625 0.2587 -0.4772 -1.8853
H -6.46861 -1.43362 -2.19948 0.9267 -1.3732 0.6084
H -7.25329 -3.56644 -3.03732 1.6585 -0.3495 1.1125
H -8.46676 -4.47794 -1.11941 1.2981 1.0082 0.4060
H -7.74545 -2.92171 -0.27441 0.0222 -1.2160 -1.1070
H -6.91049 -4.54231 -0.11253 -1.1353 1.0363 -1.0266
H -5.99952 -1.10008 -4.51044 1.1975 -1.1079 0.5212
O 4.65443 -3.72501 0.75405 0.1675 -0.0654 -0.0107
S 5.90982 -4.27376 1.21557 0.4903 -0.2003 0.2673
O 6.94842 -4.69681 0.30369 -0.4635 0.2061 -0.1364
C 6.61275 -3.14924 2.40871 0.0981 0.3667 0.3647
C 6.02407 -3.59718 3.74002 -0.2438 -0.0115 0.1055
C 6.08636 -5.12630 3.72784 0.0649 0.2233 0.2058
C 5.56302 -5.59565 2.36993 -0.1201 -0.4313 0.3439
H 6.35602 -2.12243 2.14890 0.0126 -0.1168 -0.1768
H 7.69676 -3.28177 2.39310 -0.0950 -0.0304 -0.0953
H 6.57424 -3.17551 4.58380 -0.0518 -0.0201 -0.0737
H 4.98180 -3.27031 3.81805 0.0978 0.0728 -0.0225
H 7.12026 -5.44855 3.85306 -0.2577 0.1526 -0.0863
H 5.50666 -5.56078 4.54512 0.1004 -0.0069 -0.0812
H 6.06425 -6.50574 2.03867 -0.0457 0.1474 -0.1016
H 4.48289 -5.75181 2.38962 0.0763 0.1040 -0.1344
O -5.68514 1.39832 -2.10489 0.1041 0.1376 0.1482
S -5.86093 2.77268 -2.51838 0.1163 0.3047 -0.1767
O -5.24337 3.87390 -1.81456 -0.0171 -0.5104 0.1746
C -5.45846 2.89812 -4.25211 0.0712 -0.0319 -0.4630
C -6.77179 2.60514 -4.96564 -0.0979 -0.1016 -0.0654
C -7.84641 3.36544 -4.18590 -0.1055 0.1472 -0.1721
C -7.61205 3.09471 -2.69820 -0.5895 0.1131 -0.0179
H -4.66649 2.19238 -4.50215 0.0237 0.0681 0.1882
H -5.12580 3.92073 -4.44421 0.0117 -0.0730 0.0939
H -6.73646 2.91273 -6.01242 0.0206 -0.0577 0.0967
H -6.98369 1.53116 -4.93528 0.0479 0.0643 -0.0432
H -7.75042 4.43763 -4.38478 0.0087 -0.1006 0.0178
H -8.85247 3.06545 -4.48708 0.0898 0.0452 0.0562
H -7.88637 3.95332 -2.08453 0.1486 -0.1648 0.0872
H -8.15444 2.20920 -2.36224 0.1664 0.0350 0.0405
O -4.77242 8.48394 -3.46541 0.1763 -0.1415 -0.2427
S -3.51758 7.93778 -2.99787 0.3655 0.0528 0.1710
O -2.48206 7.49754 -3.90703 -0.4275 0.1036 -0.1944
C -2.80749 9.07652 -1.82202 0.0585 0.2666 0.3086
C -3.39406 8.64993 -0.48293 0.0216 0.0413 0.1075
C -3.33710 7.12090 -0.47379 0.0964 0.0093 0.1233
C -3.86579 6.63323 -1.82403 -0.0615 -0.4187 0.3311
H -3.06128 10.10033 -2.09574 0.0049 -0.1206 -0.1578
H -1.72378 8.94001 -1.83830 -0.0855 -0.0199 -0.0651
H -2.83966 9.08197 0.35475 -0.3713 -0.1773 -0.5847
H -4.43533 8.98126 -0.40695 0.0666 0.0160 -0.0322
H -2.29907 6.79595 -0.34538 -0.0640 0.0440 -0.0167
H -3.91660 6.69982 0.35122 0.0370 -0.0103 -0.1005
H -3.36905 5.71729 -2.14368 -0.1797 0.1258 -0.1491
H -4.94549 6.48074 -1.79919 0.1257 0.0339 -0.1211
O 7.94607 -7.39645 3.61207 0.0096 -0.1394 0.2029
S 8.27539 -7.72085 4.98097 0.0235 -0.3153 0.4103
O 7.50929 -7.21839 6.09921 -0.0639 0.1482 -0.4917
C 8.40984 -9.49401 5.12335 0.0735 -0.4856 -0.0357
C 9.86661 -9.78888 4.79081 0.1238 -0.0375 -0.1389
C 10.68320 -8.71633 5.51465 0.1590 -0.1345 0.1366
C 10.00952 -7.36880 5.24748 0.5730 0.1632 0.0846
H 7.70776 -9.97616 4.44356 -0.0646 0.1861 0.0568
H 8.17947 -9.76396 6.15632 -0.0398 0.1041 -0.0750
H 10.15298 -10.79539 5.10209 -0.0447 0.0837 -0.0457
H 10.02798 -9.70966 3.71089 -0.0507 -0.0423 0.0776
H 10.68247 -8.92184 6.58997 -0.0118 0.0197 -0.0957
H 11.72392 -8.70886 5.18359 -0.1032 0.0283 0.0468
H 10.11438 -6.69104 6.09526 -0.1784 0.0358 -0.1577
H 10.40126 -6.89788 4.34417 -0.1685 -0.0208 0.0347
O -2.36929 9.81346 2.03434 0.3920 0.0834 0.3073
S -1.11414 9.26706 2.50018 0.5249 0.0007 0.1766
O -0.07995 8.82681 1.59182 -0.5252 0.1561 -0.1477
C -0.40418 10.40669 3.67489 0.1099 0.3304 0.3586
C -0.99061 9.98051 5.01439 -0.1359 0.0213 0.1196
C -0.93326 8.45157 5.02523 0.1247 -0.0490 0.2068
C -1.46227 7.96306 3.67522 -0.1388 -0.4594 0.3642
H -0.65839 11.43019 3.40058 0.0064 -0.1248 -0.1653
H 0.67939 10.27054 3.65844 -0.0941 -0.0211 -0.0967
H -0.43696 10.41296 5.85013 -0.0584 -0.0155 -0.0851
H -2.03142 10.31156 5.09023 0.0962 0.0238 -0.0141
H 0.10434 8.12694 5.15366 -0.0909 0.0347 -0.0221
H -1.51219 8.03133 5.85051 0.0611 0.0129 -0.0977
H -0.96512 7.04667 3.35563 -0.1104 0.1399 -0.1707
H -2.54270 7.81068 3.70035 0.0851 0.0829 -0.1226

Calculated frontier orbital gap in order - 9.25 9.15 eV